Computed, not measured: an isolated molecule of C6H11NO at a distorted geometry, with ωB97M-V/def2-TZVPD.

Last column: natural (NBO) charge in e.
CARTESIAN COORDINATES (ANGSTROEM)
H (1.0429, -1.7660, 2.8830)  0.359
C (-0.4273, 0.2589, 0.5636)  -0.201
O (-2.7854, 0.8641, -3.5467)  -0.688
H (2.7918, 0.2620, 1.6883)  0.191
N (1.7478, -0.9784, 2.9175)  -0.864
C (1.9603, -0.4864, 1.5627)  -0.210
C (-1.6279, 0.4102, -1.6540)  -0.299
H (1.4290, 1.3976, 0.6842)  0.202
H (-2.4017, 1.0360, -1.2400)  0.220
H (-3.2145, 0.2746, -4.2301)  0.467
H (0.4491, -0.0427, -1.3355)  0.192
H (0.6644, 0.9855, 2.2801)  0.231
H (2.5848, -1.2139, 3.4249)  0.369
H (2.1388, -1.2618, 0.6556)  0.173
C (-0.5211, 0.1672, -0.7640)  -0.205
H (-1.5964, -0.9082, -3.4659)  0.187
H (-1.2485, 0.3554, 1.2660)  0.199
C (-1.8007, 0.0431, -2.9434)  0.125
C (0.8146, 0.6027, 1.2536)  -0.447

Properties
lowest unoccupied orbital energy	0.0268	Eh
HOMO-LUMO gap	8.52	eV
SMILES	NCC/C=C/C=C/O
charge	0
F_max	3.6	eV/Å
E_tot	-9934.76203	eV
relative energy (zero: lowest compared OMol25 entry of this formula, charge and spin)	3.692	eV

Computed, not measured: C40H44N4O8PRuS2 as an isolated structure at a distorted geometry, with ωB97M-V/def2-TZVPD.

Last column: Löwdin spin population.
CARTESIAN COORDINATES (ANGSTROEM)
C (-4.7826, 4.2969, -3.1369)  0.001
O (0.6746, -0.0897, 1.5022)  0.229
H (1.8247, 3.5967, 2.8036)  0.000
H (-4.5036, -3.5871, -1.8654)  0.000
H (3.2444, 3.0821, 0.2348)  0.000
H (-2.4268, -2.0481, -4.6051)  0.000
H (-4.4909, -2.3469, -3.1258)  0.000
C (-4.1491, -3.3498, -2.8683)  0.012
O (2.4215, 1.0603, 2.8512)  0.008
H (-2.5870, -5.5720, -3.2855)  0.002
H (6.5873, -3.9950, -0.9345)  0.000
N (-1.7817, 1.0871, 1.5480)  0.109
H (-4.3205, 4.5765, -4.0733)  0.000
H (3.1255, 1.3168, 0.1230)  0.000
C (4.1580, -1.7578, -2.1431)  0.000
H (2.0201, 1.7356, -5.1699)  0.000
C (2.7904, 2.1948, 0.6756)  0.000
C (5.1895, -1.8160, -3.0510)  -0.001
C (1.2782, 1.6176, -4.3905)  0.002
O (3.0035, -1.0698, 1.4682)  0.012
H (2.0293, -1.7647, -0.4430)  0.003
C (-2.3641, 0.4317, 2.5981)  0.004
C (-2.6158, -3.4387, -2.9353)  0.033
H (-2.4656, -5.1318, -1.5732)  0.000
C (1.5555, 0.6884, -3.3334)  0.000
C (3.1076, -2.7165, 4.4341)  0.000
C (-3.3763, 1.2759, 4.8951)  0.000
C (-2.1513, -4.8630, -2.5815)  0.014
H (3.4626, 4.1903, 2.4501)  0.000
C (3.1969, 2.0711, 2.1454)  0.000
H (-6.6051, 5.5366, -3.2752)  0.000
H (-0.0759, 3.0133, -5.2313)  0.000
C (-0.5987, 1.2813, -2.3394)  0.004
H (5.2810, 2.4381, 1.7191)  0.000
P (1.9991, -0.3602, 2.2871)  0.018
N (-1.4745, 1.1064, -1.3371)  0.123
H (4.8396, 0.7191, 1.8338)  0.000
C (0.7274, -2.5637, 5.2161)  0.000
H (-7.3090, 4.5487, -0.9460)  0.000
C (6.2236, -2.6885, -2.6624)  0.000
C (-1.6080, -1.7260, -1.1369)  0.020
C (-4.2377, 3.4038, -2.2511)  0.001
H (-1.0651, -4.9382, -2.6373)  0.000
H (0.2120, -3.1439, 2.5909)  0.000
C (-1.7656, 2.3705, 1.8513)  0.010
C (0.1262, 2.3218, -4.4230)  0.000
S (4.4940, -2.7840, -0.7844)  0.000
H (3.4763, 0.0586, -4.0449)  0.000
H (3.1457, 3.2705, 3.9340)  0.000
O (1.5801, -1.0098, 3.6576)  0.009
H (4.9799, 1.6975, 3.3039)  0.000
C (-2.1181, -3.0600, -4.3397)  0.012
O (-2.9075, -1.6688, 3.5177)  0.018
O (-3.6948, 0.0886, 5.3412)  0.000
C (-6.4145, 4.3291, -1.5066)  0.001
O (-3.5701, 2.3072, 5.4894)  0.001
C (-2.0667, 2.8800, -3.3676)  -0.004
C (2.7301, -0.0674, -3.2714)  0.007
C (-6.0231, 4.8217, -2.7130)  0.000
C (-0.8579, 2.1739, -3.3919)  0.004
S (-5.2841, 3.2196, -0.8743)  0.000
H (-2.4900, 3.4122, 3.5645)  0.001
C (-2.3959, -1.0470, 2.5980)  0.010
H (-2.2791, 3.5868, -4.1598)  0.000
C (2.8896, 3.3688, 2.8795)  0.000
N (-2.3464, 2.5519, 3.0543)  0.004
H (-0.5650, 3.0476, 0.2455)  0.000
H (3.4068, -2.0647, 5.2556)  0.000
H (1.0390, -1.8923, 6.0163)  0.000
C (1.6671, -2.4215, 4.0286)  0.000
H (-1.0301, -3.1160, -4.3922)  0.000
C (-2.9757, 2.6827, -2.3401)  0.006
C (5.9689, -3.2872, -1.4635)  -0.001
H (3.1967, -3.7534, 4.7567)  0.000
H (-2.5369, -3.7541, -5.0686)  0.002
C (1.9135, -1.0775, -1.2727)  0.013
C (-1.1933, 3.4679, 1.0267)  0.000
C (4.6738, 1.7099, 2.2576)  0.000
C (0.6066, 0.5243, -2.3169)  0.005
H (-1.9852, 4.0582, 0.5602)  0.000
H (7.1149, -2.8702, -3.2440)  0.000
H (-3.2833, 1.5510, -0.5135)  0.001
H (1.8995, -3.2030, 2.0275)  0.000
C (-2.7290, 1.3388, 3.5546)  0.002
H (1.3067, -4.3773, 3.2116)  0.000
H (1.7043, 2.2748, 0.5918)  0.000
C (1.2408, -3.3395, 2.8872)  0.000
C (-2.0477, -2.5135, -1.9618)  0.255
H (0.7456, -3.5888, 5.5852)  0.000
H (-0.2953, -2.3163, 4.9287)  0.000
Ru (-0.6865, -0.6571, 0.1914)  2.939
H (-4.5836, -4.0601, -3.5718)  0.002
O (-1.8459, -1.6015, 1.5655)  0.084
C (2.9415, -0.9645, -2.2359)  0.000
H (-3.4232, -0.6405, 4.7236)  0.000
H (3.7739, -2.5445, 3.5882)  0.000
H (-0.5897, 4.1291, 1.6481)  0.000
C (-2.6122, 1.7520, -1.3408)  0.010
H (5.2068, -1.2601, -3.9778)  0.000
N (0.8049, -0.3565, -1.3093)  0.012

Properties
lowest unoccupied orbital energy (spin up / spin down)	-0.1372 / -0.2015	Eh
HOMO-LUMO gap (spin up / spin down)	7.00 / 5.24	eV
charge	+1
F_max	1.2	eV/Å
E_tot	-98074.21541	eV
multiplicity	5

Computed, not measured: C28H23CoN4O4 as an isolated structure, with ωB97M-V/def2-TZVPD.

Last column: Löwdin spin population.
CARTESIAN COORDINATES (ANGSTROEM)
C (2.0401, -0.0051, 2.1623)  0.000
C (2.1162, -0.2957, -1.4909)  0.002
O (2.8613, 0.0447, 3.0819)  0.001
C (3.3853, -0.7671, -1.7814)  0.002
C (-2.3505, 0.3190, -3.1874)  0.000
H (1.1022, -6.2368, 2.4751)  0.000
C (-0.8845, 1.9200, 2.6353)  -0.001
O (-2.8584, 3.2251, 0.8254)  0.016
H (-1.1876, -4.4744, -2.5992)  0.000
N (0.7311, 0.2525, 2.1769)  -0.015
N (-1.4517, 0.5301, -0.9978)  -0.006
C (-0.0669, -2.7439, -0.3882)  0.001
H (-2.3844, -0.2364, -4.1148)  0.000
C (0.5240, 1.2003, 4.4740)  0.000
C (1.5109, -3.6422, 1.9393)  0.000
H (-2.3506, -3.7191, -1.5375)  0.000
C (4.2496, -1.0325, -0.7307)  -0.002
H (4.4389, -0.9792, 1.4336)  0.000
H (2.1700, -3.1190, 1.2446)  0.000
H (5.2457, -1.4128, -0.9216)  0.000
H (-3.7673, 1.8194, -3.7850)  0.000
C (-1.0011, -5.0780, -0.5450)  0.000
C (-1.8247, -4.6551, -1.7336)  0.000
C (-1.0854, -6.3852, -0.0814)  0.000
H (1.3239, 0.5778, 4.8446)  0.000
C (-0.4511, -8.2422, 1.4939)  0.000
H (-3.6223, 3.0048, -1.5534)  0.000
H (-0.9086, -1.0104, -2.2343)  0.000
H (-2.5610, -5.4218, -1.9788)  0.000
H (0.1667, 2.1923, 6.3430)  0.000
C (-1.5278, -0.1205, -2.1616)  -0.002
H (2.1295, -4.1848, 2.6548)  0.000
C (-1.5170, 2.8342, 3.4669)  -0.001
C (3.8186, -0.8084, 0.5651)  0.001
O (-0.3100, -1.8633, 0.4893)  0.014
C (2.5319, -0.3346, 0.7652)  0.001
H (0.3430, -8.4784, 2.2027)  0.000
Co (-0.2876, 0.1489, 0.5540)  0.968
H (-1.4064, -8.4066, 1.9982)  0.000
H (-0.3916, -8.9539, 0.6682)  0.000
C (-0.3351, -6.8230, 1.0028)  0.000
C (-0.1574, -4.1753, 0.1082)  0.001
C (-2.2010, 1.6272, -0.8068)  0.000
C (0.1506, 1.0957, 3.1429)  -0.001
H (-1.7532, -7.0799, -0.5830)  0.000
N (1.6989, -0.0775, -0.2484)  0.028
N (-1.1650, 1.6883, 1.2791)  -0.012
O (0.2233, -2.5514, -1.5806)  -0.001
C (-3.0456, 2.1203, -1.7842)  0.000
H (1.4021, -0.0961, -2.2791)  0.000
H (3.6746, -0.9378, -2.8092)  0.000
H (0.9431, -2.8746, 2.4654)  0.000
C (-2.1038, 2.2894, 0.5524)  0.007
C (-1.1325, 2.9227, 4.8039)  0.000
C (0.5038, -5.9131, 1.6288)  0.000
C (-0.1253, 2.1150, 5.3024)  -0.001
H (-1.6308, 3.6324, 5.4539)  0.000
C (-3.1175, 1.4570, -2.9979)  -0.001
C (0.5966, -4.5884, 1.2086)  0.000
H (-2.2954, 3.4634, 3.0628)  0.000

Properties
lowest unoccupied orbital energy (spin up / spin down)	0.1001 / 0.1000	Eh
HOMO-LUMO gap (spin up / spin down)	7.09 / 7.12	eV
charge	-1
F_max	0.2	eV/Å
E_tot	-81192.69686	eV
multiplicity	2
relative energy (zero: lowest compared OMol25 entry of this formula, charge and spin)	0.000	eV

Computed, not measured: a 4-piece molecular cluster, C38H68BClN4O4S overall at a distorted geometry, with ωB97M-V/def2-TZVPD.

Last column: Löwdin charge in e.
CARTESIAN COORDINATES (ANGSTROEM)
H (-0.2591, -0.6162, -0.3175)  0.099
C (1.5717, -4.1014, -0.7765)  -0.090
H (-3.8634, -3.5938, 1.6678)  0.070
C (-3.4447, -3.1761, 0.7567)  -0.057
H (-3.8266, -3.7492, -0.0823)  0.068
H (-1.9402, 7.4231, -1.1558)  0.102
H (-8.5142, -2.1725, -0.6770)  0.068
H (-9.3246, -5.9610, -1.7551)  0.080
H (-7.4447, -4.8904, 2.3040)  0.110
H (4.8751, -1.7750, -0.3585)  0.133
C (7.0868, -3.6074, 4.2140)  -0.055
H (-0.4826, 6.4846, -1.4403)  0.117
C (-3.1969, 4.9049, -0.4623)  -0.074
H (-9.0957, -5.4329, 2.2824)  0.109
H (8.0809, 1.3057, -4.3782)  0.117
O (4.5270, -5.2503, 3.2336)  0.150
H (7.0863, -2.2929, 2.4562)  0.111
H (3.7596, -4.8663, 3.6727)  0.113
H (1.5045, 2.6838, 0.7543)  0.118
H (6.5884, -3.1908, 5.0879)  0.074
H (-6.8033, -2.0707, -1.0663)  0.069
H (-1.6827, 2.0601, -0.2773)  0.099
C (8.1083, 3.1935, -3.3920)  -0.092
C (-1.7910, 4.9540, 0.1479)  -0.262
C (-8.8927, -3.3203, 2.5790)  -0.085
H (-4.5781, -1.4433, 1.3249)  0.118
H (-1.1692, -0.0612, -1.7099)  0.124
S (2.1985, -1.5612, -1.5618)  1.075
H (-9.1750, -4.2574, -2.2135)  0.064
C (-8.4386, -4.6326, 1.9275)  -0.250
H (7.4774, 3.8418, -2.7826)  0.064
H (-3.3044, 8.3086, 2.3017)  0.071
H (-2.3715, -3.3460, 0.7997)  0.074
C (-3.1415, 7.6310, 1.4612)  -0.082
H (-10.1534, -3.5794, -0.0158)  0.102
C (-3.7934, -1.6995, 0.6211)  -0.213
H (3.2876, 2.2317, 2.3914)  0.104
H (-0.9438, 1.1614, 1.0583)  0.138
H (8.2998, 3.7155, -4.3304)  0.072
C (-1.4726, 1.0706, 0.1054)  -0.087
C (6.5720, 1.6461, -1.3859)  -0.237
H (-7.2040, -4.3898, -1.1716)  0.102
N (-1.2235, 6.2503, 0.4726)  -0.200
H (-1.1018, 4.4637, -0.5508)  0.097
C (1.7436, -5.2380, -0.0028)  -0.061
H (2.9371, -6.1408, 1.5183)  0.110
C (1.7697, 0.8454, -0.2850)  -0.249
H (4.7493, -0.4762, -2.7475)  0.020
H (-3.3107, 5.6082, -1.2878)  0.068
H (0.9486, 0.7342, -2.2599)  0.093
H (5.5308, -1.6385, -3.8000)  0.074
H (-10.7661, -4.9630, -1.9734)  0.072
O (-3.8183, 0.9259, 0.3777)  0.120
C (-7.3502, -3.9636, -0.1752)  -0.247
C (5.1413, 2.1444, -1.6347)  -0.070
C (-9.7399, -4.9639, -1.6040)  -0.091
H (6.9870, -0.9171, -1.8541)  0.107
H (-8.1328, -2.5434, 2.5050)  0.054
H (-3.9685, 5.1071, 0.2784)  0.060
H (-1.0655, 7.6516, 1.9868)  0.100
C (2.5186, -0.3375, -0.3306)  -0.394
H (5.5322, -2.5054, 3.2355)  0.063
H (-4.1771, -1.5266, -0.3804)  0.117
C (-0.1383, 8.3071, -0.3931)  -0.092
H (0.7926, -4.0348, -1.5206)  0.103
C (5.5719, -0.6044, -3.4501)  -0.084
C (3.6581, -4.1809, 1.1022)  -0.006
H (-10.3976, -5.2691, 0.3987)  0.117
C (2.4215, -3.0211, -0.5913)  -0.432
H (-9.0763, -3.4860, 3.6426)  0.070
H (8.1434, -3.3768, 4.3153)  0.070
H (-7.3219, -1.9161, 0.6021)  0.053
H (4.8422, 2.8159, -0.8267)  0.073
H (0.4001, 2.1354, -1.3129)  0.110
C (3.0869, 1.5016, 1.6237)  -0.105
H (-0.6410, 9.0141, 0.2679)  0.064
O (6.1201, -4.0161, 1.9674)  0.059
H (0.8055, 8.0132, 0.0678)  0.079
H (6.9345, -4.6795, 4.2462)  0.075
C (-7.5172, -2.4456, -0.3294)  -0.077
C (-1.7933, 6.9182, 1.6300)  -0.248
H (-3.3919, 3.9044, -0.8551)  0.064
N (4.3009, -1.8611, 0.4788)  0.083
H (6.5650, 0.9417, -0.5491)  0.109
H (9.0607, 3.0553, -2.8788)  0.080
N (7.2892, 1.0321, -2.4919)  -0.197
H (1.0800, -6.0798, -0.1207)  0.105
C (0.6625, 1.0812, -1.2725)  -0.156
H (7.1667, 2.4904, -1.0276)  0.102
H (-1.7763, 4.3326, 1.0483)  0.110
C (3.5493, -0.6324, 0.5707)  -0.269
H (7.7100, -0.7622, -3.4261)  0.110
C (2.0769, 1.7684, 0.7064)  -0.026
C (3.8157, 0.3266, 1.5440)  -0.582
C (-9.7255, -4.5879, -0.1299)  -0.276
H (-6.4144, -4.1710, 0.3504)  0.101
C (2.7784, -5.2538, 0.9243)  -0.036
C (-0.5863, 0.2694, -0.8522)  -0.172
H (4.4184, 1.3289, -1.6541)  0.043
H (-9.8186, -2.9438, 2.1439)  0.066
H (5.3987, 0.0378, -4.3141)  0.069
N (-8.4131, -4.7066, 0.4772)  -0.200
H (-1.8704, 6.1910, 2.4421)  0.114
C (-2.7530, 0.3764, 0.4244)  -0.514
C (7.4462, 1.8537, -3.6765)  -0.276
C (6.9285, -0.3428, -2.7843)  -0.247
C (-1.0000, 7.0890, -0.6900)  -0.277
H (5.0560, 2.7009, -2.5694)  0.070
H (-3.9766, 6.9326, 1.4471)  0.055
C (6.4526, -3.0132, 2.9585)  -0.238
B (4.8315, -4.4440, 2.1342)  -0.586
H (6.4913, 2.0321, -4.1962)  0.101
C (3.4575, -3.0200, 0.3436)  -0.202
O (-2.6146, -0.9043, 0.7901)  0.003
H (0.0858, 8.8338, -1.3215)  0.072
H (-3.1795, 8.2290, 0.5497)  0.066
Cl (5.0876, 0.1444, 2.7117)  0.727

Properties
lowest unoccupied orbital energy	0.0150	Eh
HOMO-LUMO gap	8.50	eV
SMILES	CCOB(O)c1cccc2c1Nc1c(Cl)ccc(CCCC(=O)OCC)c1S2.CCN(CC)CC.CCN(CC)CC.CCN(CC)CC
charge	0
F_max	1.0	eV/Å
E_tot	-78695.64542	eV
relative energy (zero: lowest compared OMol25 entry of this formula, charge and spin)	0.000	eV